Below is a molecular structure, C51H50BCl6N3O2PSeTi in a non-equilibrium geometry, with properties calculated with ωB97M-V/def2-TZVPD.

HOMO (alpha / beta) ... -1.841 / -2.065 eV
LUMO level (alpha / beta) ... 3.8 / 3.8 eV
2S+1 ... 2
Net charge ... -2

Structure (XYZ):
```
116
C51H50BCl6N3O2PSeTi ωB97M-V/def2-TZVPD
C 0.2528 -2.9581 2.4471
C 4.8748 -1.5685 2.6872
H 3.8848 -3.9887 1.7962
Cl 2.6819 -0.9081 -2.2808
N 0.9137 -1.2334 4.0180
H 2.9946 4.4674 2.9139
H 0.2923 -0.5900 -7.4201
O -2.3059 -1.0808 -2.6243
H -5.0432 -3.7317 -6.7166
Ti 1.4415 0.5883 -1.2447
C 0.8849 -1.1717 5.4084
C -1.9852 1.2267 5.1645
C -1.5650 3.6649 5.5184
H 5.3015 -2.2784 2.0007
H -2.4414 1.4930 7.3050
H 2.2622 -4.2226 -6.0320
H 0.9892 0.5798 6.7227
H -1.4920 -3.0184 -4.2962
C -2.9521 1.2542 6.3861
C 1.3556 -2.4302 -6.9015
C -4.9091 -2.7743 -6.3308
Cl 0.1071 4.7368 -5.2426
C 4.4214 -3.1176 4.6817
C 0.3512 -1.4804 -6.7266
C -3.4281 -1.0986 -5.4615
C 2.4030 2.9425 -1.7192
C 0.6034 -3.6656 1.2941
C 1.8934 -4.0157 1.0272
H 4.1447 3.1980 3.1977
C 0.4558 -3.6762 -5.0418
C -1.1198 -2.9370 3.0678
H -1.0487 -4.9110 3.8631
H -2.2086 -2.8429 1.1486
C 0.2874 2.3420 4.8674
N 0.8590 0.9898 4.6578
C -1.4848 2.6248 -8.1938
H 0.8605 -2.0559 6.0046
C -0.6240 -2.7781 -4.9542
H -2.6431 3.6390 5.8412
P -1.7989 -0.2549 -5.4275
C -2.8924 1.1829 3.8290
C 1.2895 -2.3396 3.1497
H 4.2856 -0.8331 2.0465
C 0.4732 2.7961 -3.3175
H -1.2894 3.7086 -8.1911
O -0.4731 2.2133 -3.8509
H -2.7394 -2.9253 -6.3365
C -1.0924 2.4080 5.1256
C -2.3240 0.7241 -9.4162
Cl -4.3963 0.9809 -4.0812
C 2.7757 4.2541 -2.1601
C -3.6004 -2.3425 -6.0917
C -5.8323 -0.7964 -5.4118
C 0.9658 0.1573 5.7201
H 3.6274 -3.5810 5.3335
H -1.1996 5.7943 5.9379
H 3.3822 -1.2299 4.2646
H -6.9994 -2.3812 -6.2121
H 4.8608 -3.9543 4.1277
H -3.4086 2.1553 3.6886
C -1.4784 1.9224 -6.9902
C 2.5842 -2.6967 2.9017
H -3.8219 1.9176 6.3124
H 2.0552 -4.6398 0.1123
Cl 4.1924 4.9858 -1.5786
C -2.1492 -3.4375 2.0443
H 5.1460 -2.6208 5.3109
H 2.1703 -2.3132 -7.6073
C -4.5844 -0.3720 -5.0944
H -1.4496 0.2268 5.1834
H -3.3562 0.2219 6.5196
H 3.6378 5.1783 5.2216
H -1.1450 2.3295 -6.0448
H -1.8963 2.5701 -10.2694
Se 0.9524 0.6413 1.5225
H 2.9271 2.2412 4.9902
Cl 2.2703 6.4144 -3.7278
H -2.5424 0.2601 -10.4008
C -1.3376 -0.6339 -2.0749
C 3.7487 -2.1189 3.7097
C 1.4570 -3.5248 -6.0186
H -0.1814 -3.9635 0.5943
C -6.0159 -1.9705 -6.0377
C 1.2649 2.2448 -2.2096
H 1.1497 5.5445 5.2371
C -2.3991 -0.0131 -8.2237
H 3.0887 4.2521 6.6653
H -3.1545 -3.5201 2.4364
H -3.6926 0.4567 4.0108
N -0.3198 -0.2682 -1.5372
H -1.9089 -4.4519 1.7272
H -0.4573 -3.5810 5.0401
H -2.9465 -0.9819 -8.1770
Cl 3.3315 2.1145 -0.4899
H 0.6371 -4.4262 -4.2507
C 2.6415 3.2734 4.7460
C 1.9856 4.8171 -3.1986
B 0.8393 0.1349 3.4188
C 0.8848 4.1478 -3.8076
C 0.5468 4.6714 5.2602
C 1.1193 3.4480 4.9221
C -1.9408 0.6037 -7.0435
H -2.2432 1.0416 2.9477
C 3.4673 4.1468 5.5959
C -0.7961 4.7949 5.5853
H -1.2818 -1.9184 3.4289
C -1.8195 2.0275 -9.3491
C -1.1517 -3.8784 4.2539
C 3.0699 3.4195 3.2758
C -0.6203 -1.6072 -5.7173
H 2.4443 2.8164 2.6110
C 2.8838 -3.6783 1.9384
H 4.4922 3.7699 5.8005
H 5.6325 -1.0225 3.2378
H -6.6586 -0.1769 -5.0404
H -2.1517 -3.7691 4.7674
```

Results of the Löwdin charge analysis, in e, for atoms 1 through 99:
1. C -0.1372
2. C -0.0495
3. H 0.0890
4. Cl -0.0262
5. N 0.0019
6. H 0.0882
7. H 0.1160
8. O -0.0295
9. H 0.0704
10. Ti 0.2076
11. C -0.0865
12. C -0.3261
13. C -0.0601
14. H 0.0506
15. H 0.0656
16. H 0.0773
17. H 0.1217
18. H 0.1139
19. C -0.0940
20. C -0.0994
21. C -0.0831
22. Cl 0.6369
23. C -0.0796
24. C -0.0893
25. C -0.3684
26. C -0.6718
27. C -0.0405
28. C -0.0752
29. H 0.0824
30. C -0.0904
31. C -0.3581
32. H 0.0926
33. H 0.0811
34. C -0.0841
35. N 0.0166
36. C -0.1057
37. H 0.0949
38. C -0.1084
39. H 0.1164
40. P 1.1036
41. C -0.0313
42. C -0.1662
43. H 0.0947
44. C -0.4822
45. H 0.1059
46. O -0.0926
47. H 0.0887
48. C -0.1489
49. C -0.0936
50. Cl 0.7367
51. C -0.7696
52. C -0.0885
53. C -0.1568
54. C -0.1471
55. H 0.0830
56. H 0.1183
57. H 0.1266
58. H 0.0961
59. H 0.0675
60. H 0.0758
61. C -0.0769
62. C -0.1467
63. H 0.0654
64. H 0.1192
65. Cl 0.6157
66. C -0.0751
67. H 0.0594
68. H 0.0885
69. C -0.6884
70. H 0.1295
71. H 0.0807
72. H 0.0799
73. H 0.0482
74. H 0.0862
75. Se 0.5639
76. H 0.1316
77. Cl 0.6280
78. H 0.0993
79. C -0.4771
80. C -0.3188
81. C -0.1031
82. H 0.1093
83. C -0.1075
84. C -0.2469
85. H 0.0958
86. C -0.0805
87. H 0.0959
88. H 0.0678
89. H 0.0656
90. N -0.0311
91. H 0.0697
92. H 0.0545
93. H 0.1070
94. Cl 0.6489
95. H 0.1028
96. C -0.3829
97. C -0.7282
98. B -0.8745
99. C -0.6035

Below is 8 unconnected molecules or ions with the total composition C46H48F16O10S4 in a non-equilibrium geometry, with properties calculated with ωB97M-V/def2-TZVPD.

HOMO ... -8.427 eV
LUMO level ... -1.2 eV

Structure (XYZ):
```
124
C46H48F16O10S4 ωB97M-V/def2-TZVPD
H 9.2727 23.7012 26.1011
H 8.9504 21.0765 23.7694
H 6.5020 18.5183 30.6690
F 17.1738 10.5043 19.8798
H 5.3555 14.1210 30.1077
H 5.6911 14.0635 31.7985
C 3.1805 7.4535 28.0709
O 6.8784 9.4456 21.4163
C 9.3982 15.0773 24.7822
F 12.8508 13.8099 22.8747
H 4.4050 17.8881 24.4063
H 8.1381 22.3280 26.0989
H 8.9140 11.0680 24.6719
H 9.8855 22.4638 23.3776
C 6.4663 12.8788 27.0157
C 4.0720 6.0734 26.0660
C 4.5764 21.0522 24.1884
C 7.9557 14.9426 26.9749
H 14.8200 10.7368 20.2004
C 6.2693 11.5404 26.7524
C 1.9650 8.8727 29.6625
F 16.5972 11.5147 18.0070
C 5.6056 11.4000 22.2749
C 16.9433 11.7277 19.2368
H 8.1860 17.4863 26.7333
H 18.2175 13.3693 18.7106
C 3.0142 5.1147 26.2095
H 3.9541 14.1756 31.3981
H 7.7434 17.1583 30.4551
C 3.0854 8.6136 28.8665
O 10.2938 12.9943 24.0094
C 1.0095 7.9351 29.7478
C 18.1905 12.5861 19.4682
H 2.0380 3.3478 25.4474
O 11.6619 22.3624 25.6728
H 10.6160 15.4244 22.9680
C 8.1417 8.9486 21.0624
C 9.9655 15.8658 23.7084
C 4.8536 18.3584 25.2814
F 5.8738 13.7269 21.2900
C 7.8601 7.6089 20.2752
O 6.2990 20.5118 26.0698
C 13.4641 13.7012 21.7206
H 5.4844 17.6299 25.7908
C 2.0496 5.2054 27.3686
H 7.0992 11.3967 20.8550
C 4.9266 13.8158 31.0621
C 5.6737 12.8996 22.3358
H 9.0536 22.7890 27.6051
O 1.2086 4.3875 27.7046
C 4.9936 4.7438 24.2399
H 7.6852 10.9473 22.5394
C 4.2093 7.2564 26.9356
H 5.3971 11.0515 27.1604
C 3.9032 3.8672 24.3663
H 4.1007 18.5960 26.0329
C 8.1864 11.5346 25.3194
C 9.0861 17.7894 24.7195
H 8.3099 17.5079 32.9577
O 15.8264 12.4552 19.8505
C 9.9339 21.5209 23.9222
H 8.9727 18.8624 24.7650
C 9.0670 22.7152 26.5177
H 1.8196 9.6678 30.3788
F 14.3861 14.6827 21.4527
C 8.6381 15.7160 25.8392
H 3.7540 12.0736 32.9530
H 0.0952 8.1339 30.2872
H 3.9032 2.9032 23.8796
H 0.3290 6.0641 29.3725
F 6.5265 13.3567 23.2070
C 9.5700 13.5941 24.8178
H 3.7986 9.4245 28.8733
F 5.2216 10.7296 23.3662
C 2.8781 4.0191 25.3475
F 19.3144 11.9971 19.4800
S 8.6410 19.2394 31.0581
F 18.1357 13.4198 20.5105
C 6.9353 10.8119 21.7600
H 3.4491 10.5204 31.9554
H 10.5037 17.9633 23.2252
H 7.0729 9.7850 25.7243
F 7.2602 7.6206 19.0617
H 4.7648 13.2742 22.8067
H 2.6286 11.9286 31.7466
C 3.6389 11.5934 31.9813
C 7.6500 13.5386 26.5182
C 7.0938 10.8615 25.8090
C 14.6051 11.8025 20.2790
H 8.9816 19.0097 33.5809
C 9.9345 17.2411 23.7917
O 4.0356 12.0113 29.3596
C 5.0256 5.8320 25.0519
H 13.7593 11.9135 19.6005
S 5.8526 19.8633 24.7802
F 15.0765 12.2669 22.5812
C 8.3283 18.5886 32.8168
S 10.3246 21.5992 25.7541
H 7.3832 18.4234 29.1561
F 4.5240 11.1162 21.4891
C 7.4324 18.1753 30.2164
C 8.5003 12.8671 25.6072
H 5.8868 6.4704 24.9210
H 12.6787 13.7111 20.9648
H 4.0871 20.5751 23.3392
H 5.7752 4.5223 23.5282
F 13.0728 11.4445 21.9489
S 4.8726 11.9413 30.6822
C 2.2165 6.4430 28.2219
O 7.4454 15.4247 27.9574
H 5.8822 13.4560 27.7172
H 10.6990 20.9866 23.3589
F 8.8284 8.8996 22.1995
C 1.1146 6.7579 29.1121
O 5.1554 7.9994 26.8784
H 7.3591 18.9905 33.1121
O 8.0498 20.6459 30.9709
C 14.0991 12.2963 21.6796
F 8.7934 9.8611 20.2472
H 7.1840 7.0027 20.8781
H 3.7414 21.3582 24.8185
F 9.0621 7.1208 19.9485
C 8.6307 17.0520 25.8501
H 5.1693 21.9081 23.8659
```

Results of the Löwdin charge analysis, in e, for atoms 1 through 99:
1. H 0.0488
2. H 0.0181
3. H 0.0513
4. F 0.0980
5. H 0.0213
6. H 0.0416
7. C -0.0562
8. O 0.0254
9. C -0.0384
10. F 0.1211
11. H 0.0459
12. H 0.0137
13. H 0.1106
14. H 0.0500
15. C 0.0087
16. C -0.0590
17. C -0.2523
18. C -0.2670
19. H 0.1360
20. C -0.0369
21. C -0.0665
22. F 0.2008
23. C -0.4350
24. C -0.4508
25. H 0.1132
26. H 0.1701
27. C -0.0703
28. H 0.0551
29. H 0.0436
30. C 0.0152
31. O 0.0768
32. C -0.1175
33. C -0.3958
34. H 0.1172
35. O -0.6054
36. H 0.1046
37. C -0.4815
38. C 0.0234
39. C -0.2265
40. F 0.1105
41. C -0.2726
42. O -0.5843
43. C -0.3283
44. H 0.0317
45. C -0.2739
46. H 0.1492
47. C -0.2094
48. C -0.3616
49. H 0.0587
50. O 0.0989
51. C -0.0691
52. H 0.1354
53. C -0.2768
54. H 0.0907
55. C -0.0410
56. H 0.0536
57. C -0.0430
58. C -0.0464
59. H 0.0401
60. O -0.0179
61. C -0.2492
62. H 0.0684
63. C -0.2336
64. H 0.0988
65. F 0.0898
66. C -0.0879
67. H 0.0555
68. H 0.1152
69. H 0.0995
70. H 0.1167
71. F 0.1268
72. C -0.2555
73. H 0.0885
74. F 0.1409
75. C 0.0150
76. F 0.1834
77. S 0.8273
78. F 0.1078
79. C -0.0579
80. H 0.0294
81. H 0.1122
82. H 0.1041
83. F 0.0950
84. H 0.1734
85. H 0.0544
86. C -0.2969
87. C -0.0642
88. C -0.0447
89. C -0.0341
90. H 0.0389
91. C -0.0641
92. O -0.5952
93. C -0.0185
94. H 0.1338
95. S 0.8166
96. F 0.1536
97. C -0.2420
98. S 0.8383
99. H 0.0431